[1]
A structure of composition C34H39N5O3P2PtS, computed with wB97M-V/def2-TZVPD.

Kohn-Sham gap (alpha / beta) = 0.170 / 0.203 Eh
multiplicity = 3
energy above the lowest of the compared OMol25 structures with the same formula, charge and spin = 0.0 kcal/mol
E_HOMO (alpha / beta) = -0.1740 / -0.3138 Ha
total energy = -3018.53863 Ha

Atoms and positions in Å:
Pt -0.68581 -1.59190 0.40389
C 3.72055 4.44737 -0.74234
C 2.44214 4.63637 -0.41978
C 1.46011 5.35071 -1.29286
C 1.61240 5.07638 -2.80244
C 1.86214 3.62630 -3.17345
C 3.08046 3.11796 -3.33713
C 4.33908 3.95264 -3.19677
C 4.37787 4.94540 -2.00768
C -0.68029 -3.55577 -0.27359
H 4.41838 3.96834 -0.05134
H 2.07647 4.34333 0.56113
H 1.53734 6.44826 -1.12668
H 0.43312 5.08919 -0.98685
H 0.68959 5.40714 -3.30220
H 2.39155 5.73580 -3.19979
H 0.96485 3.03392 -3.35798
H 3.24161 2.08470 -3.65228
H 4.53697 4.53630 -4.11811
H 5.20905 3.28089 -3.09130
H 5.43711 5.12657 -1.76806
H 3.99469 5.92377 -2.32750
H -0.03546 -4.11563 0.40733
H -0.41492 -3.74046 -1.31818
H -1.73485 -3.77675 -0.09270
P -1.00305 -0.74186 -1.65153
P -0.65864 0.45192 1.22527
N 0.16267 -1.22171 -2.85220
N -2.51346 -1.12889 -2.47591
N 0.98108 0.88959 1.49947
N -1.40119 0.82156 2.72356
C -0.94306 1.05606 -1.47872
C -1.30155 1.53384 -0.05267
C 1.21810 -2.11245 -2.60199
C 1.96799 -2.27113 -3.75339
C 1.37376 -1.44939 -4.76466
C 0.27202 -0.82091 -4.18972
C -2.98947 -2.43325 -2.71071
C -4.30973 -2.36299 -3.14058
C -4.66550 -0.97694 -3.19363
C -3.55592 -0.25011 -2.79136
C 2.00563 -0.04530 1.72593
C 3.22935 0.60588 1.66636
C 2.96208 1.98837 1.42220
C 1.58387 2.12818 1.32156
C -1.18528 1.91937 3.56999
C -2.07319 1.86370 4.64083
C -2.89774 0.70182 4.43991
C -2.47869 0.09875 3.26563
H -1.63162 1.49504 -2.21029
H 0.07587 1.36000 -1.76473
H -0.98007 2.56537 0.12464
H -2.39463 1.49934 0.09898
H 1.31988 -2.56087 -1.62418
H 2.84219 -2.90159 -3.85593
H 1.73038 -1.34974 -5.77888
H -0.43974 -0.13978 -4.62536
H -2.34319 -3.28830 -2.57571
H -4.94879 -3.20096 -3.38333
H -5.62197 -0.57625 -3.49086
H -3.40884 0.81682 -2.70931
H 1.76668 -1.08920 1.86592
H 4.20274 0.14527 1.76548
H 3.69559 2.77352 1.29379
H 0.97587 2.98809 1.07700
H -0.41483 2.64307 3.34127
H -2.13830 2.55757 5.46656
H -3.70441 0.36199 5.07924
H -2.83603 -0.78656 2.75759
O -3.25557 -2.83181 1.76302
C -2.24575 -3.23075 2.37031
N -0.97225 -2.69604 2.14737
S 0.27064 -3.32600 3.13250
O 1.28797 -4.00704 2.37460
O 0.63303 -2.37728 4.15682
C -0.85299 -4.51555 3.81186
C -0.49306 -5.50759 4.71397
C -1.49385 -6.35430 5.19993
C -2.83734 -6.16026 4.81285
C -3.18961 -5.12726 3.91871
C -2.16327 -4.31350 3.39380
H 0.55877 -5.56930 4.99146
H -1.21149 -7.14487 5.89915
H -3.60157 -6.82147 5.23374
H -4.23469 -4.92479 3.65102

Atomic forces in eV per Å
Pt -1.2 -1.6 -0.1
C 0.1 0.4 0.0
C 0.6 0.3 0.2
C -0.5 0.3 -0.1
C -0.3 0.2 -0.4
C 0.0 0.3 0.0
C 0.2 0.3 -0.3
C 0.5 -0.2 0.0
C 0.4 0.2 0.0
C -0.2 -0.2 -0.6
H -0.4 0.0 -0.1
H 0.3 0.1 -0.3
H -0.1 -0.5 -0.1
H 0.3 0.0 0.0
H 0.1 -0.1 0.1
H -0.2 -0.4 -0.1
H 0.2 -0.1 0.1
H -0.3 0.2 0.1
H -0.2 -0.3 0.3
H -0.4 0.1 -0.1
H -0.2 0.0 -0.1
H 0.0 -0.3 0.3
H -0.1 -0.1 -0.4
H -0.1 0.0 0.3
H 0.1 -0.5 -0.2
P 0.4 -1.6 -0.7
P 1.0 0.2 1.4
N 0.2 0.0 0.0
N 0.2 0.0 0.3
N 0.5 0.0 -0.1
N -0.7 0.4 0.4
C -0.2 0.7 -0.4
C -0.4 0.8 -0.2
C 0.3 0.0 -0.5
C -0.8 0.4 0.8
C -0.9 0.4 1.0
C 0.8 -0.5 -0.3
C -0.8 0.4 -0.1
C 1.3 0.4 0.4
C 1.2 0.2 0.4
C -0.6 -0.4 0.0
C 0.5 0.6 -0.3
C -1.3 -0.2 0.1
C -1.2 -0.2 -0.1
C 0.7 -0.1 0.0
C -0.5 0.1 0.7
C 0.5 -0.5 -1.4
C 0.7 0.0 -1.0
C -0.1 0.2 0.5
H 0.3 0.2 0.2
H -0.2 -0.1 0.2
H -0.1 0.0 -0.3
H 0.3 0.0 0.0
H 0.1 0.1 -0.2
H -0.2 0.1 0.1
H -0.2 0.1 0.0
H -0.1 0.0 0.0
H -0.1 0.1 0.1
H 0.2 0.1 0.0
H 0.1 0.1 0.0
H -0.2 -0.2 0.0
H 0.1 0.1 0.1
H -0.2 0.0 0.1
H -0.3 -0.2 0.2
H 0.1 -0.2 0.2
H 0.0 -0.2 0.1
H 0.1 0.0 -0.2
H 0.2 0.0 -0.2
H 0.0 0.1 0.1
O -0.4 1.0 -0.9
C -1.2 -3.8 3.5
N 2.4 1.9 -1.1
S -1.7 -2.4 2.3
O 0.0 1.1 -0.4
O 0.2 0.4 -1.2
C 1.4 -0.2 0.6
C -0.1 0.2 -0.3
C 0.7 0.0 0.2
C -0.4 1.1 -0.9
C -0.3 -1.1 1.0
C -0.5 2.3 -2.4
H -0.3 -0.3 0.2
H -0.2 0.2 -0.2
H 0.2 0.3 -0.2
H 0.5 -0.2 0.1

Mulliken analysis output, partial charges in e: 1.463 -0.357 -0.239 -1.120 -0.865 -0.399 -0.452 -0.724 -1.072 -2.045 0.298 1.138 0.287 0.286 0.483 0.322 0.563 0.459 0.252 0.396 0.435 0.397 0.435 0.754 0.478 0.379 -0.318 0.636 0.506 0.394 0.498 -0.878 -1.271 -0.421 -0.732 -0.700 -0.478 -0.414 -0.672 -0.656 -0.361 -0.366 -1.384 -0.255 -0.329 -0.356 -0.568 -0.810 -0.438 0.991 -0.145 0.659 0.337 0.335 0.454 0.453 0.499 0.383 0.431 0.447 0.386 0.511 0.436 0.559 0.338 0.379 0.446 0.445 0.480 -0.694 0.433 0.001 0.956 -0.619 -0.601 0.479 -0.616 -0.658 -0.405 -0.665 -0.208 0.420 0.363 0.372 0.441

***

[2]
A cluster of 2 separate species, C2H2BrF3 in total, computed with wB97M-V/def2-TZVPD.

Kohn-Sham gap (alpha / beta) = 0.346 / 0.291 Eh
energy above the lowest of the compared OMol25 structures with the same formula, charge and spin = 112.6 kcal/mol
E_HOMO (alpha / beta) = -0.3374 / -0.3174 Ha
total energy = -2950.84448 Ha

Atoms and positions in Å:
C -1.46920 -0.58772 -0.44754
C 1.59019 -1.24775 0.33659
F -1.58113 0.70685 -0.34606
F -1.52796 -0.96376 -1.66764
F 2.20449 -0.11379 0.65467
Br 1.24834 -2.18889 1.93912
H -1.82615 -1.00924 0.48214
H 0.54327 -1.05649 -0.19126

Atomic forces in eV per Å
C 1.4 0.8 2.3
C -2.4 0.7 0.0
F -0.1 1.7 -0.2
F -0.7 -1.3 -1.4
F 0.3 0.2 -0.5
Br 0.1 -0.5 0.1
H -0.5 -1.3 -0.6
H 2.0 -0.4 0.4

Mulliken analysis output, partial charges in e: 0.039 0.229 -0.210 -0.195 -0.149 -0.103 0.389 -0.001

***

[3]
A cluster of 4 separate species, C6H14Cl4N2O4 in total, computed with wB97M-V/def2-TZVPD.

Kohn-Sham gap = 0.332 Eh
energy above the lowest of the compared OMol25 structures with the same formula, charge and spin = 105.7 kcal/mol
E_HOMO = -0.3487 Ha
SMILES string = C[N+](=O)[O-].C[N+](=O)[O-].ClCCCl.ClCCCl
total energy = -2487.89791 Ha

Atoms and positions in Å:
C 39.38837 1.95039 -4.14541
N 39.87813 0.69907 -4.73808
O 39.34131 -0.36981 -4.37927
O 40.76486 0.85059 -5.60394
H 39.56936 2.73628 -4.87871
H 39.94829 2.22343 -3.25095
H 38.33526 2.01210 -3.87112
C 38.50934 1.70610 -1.10044
N 39.85770 1.00741 -0.99528
O 40.81660 1.71945 -1.15826
O 39.87792 -0.15994 -0.70338
H 38.02474 1.29675 -0.21404
H 37.83708 1.31665 -1.86495
H 38.60966 2.74128 -0.77421
Cl 42.56229 -2.83083 -1.63037
C 40.95284 -1.95233 -1.48281
C 40.73456 -1.20250 -2.81157
Cl 41.88375 0.14099 -3.16544
H 40.88212 -1.37433 -0.56140
H 40.28316 -2.77750 -1.24047
H 39.79094 -0.67479 -2.67297
H 40.78404 -1.91362 -3.63618
Cl 42.65354 -2.82400 -6.35979
C 42.29550 -4.36271 -5.53483
C 42.49080 -4.25359 -3.98399
Cl 44.23127 -3.63294 -3.79391
H 42.88879 -5.21034 -5.87779
H 41.22698 -4.57587 -5.56531
H 42.57120 -5.24344 -3.53472
H 41.75569 -3.49295 -3.72110

Atomic forces in eV per Å
C -0.2 1.7 0.1
N -0.3 -0.5 -1.9
O 0.0 2.8 -2.7
O -2.1 -0.9 1.5
H 0.1 -0.2 0.0
H 0.3 -0.4 -0.2
H 0.0 -0.9 -0.4
C -0.5 -1.3 2.4
N -1.1 2.1 -0.2
O 0.2 0.1 0.5
O -2.0 2.5 1.4
H -0.1 -0.2 0.2
H 0.7 0.6 -0.5
H 0.2 0.1 -1.4
Cl -0.6 1.1 1.9
C 2.2 -1.8 0.0
C 0.3 -1.0 2.4
Cl 1.0 -1.2 0.8
H 1.8 -1.1 -0.9
H -0.6 0.0 -1.0
H 0.5 -1.1 -0.4
H -0.2 0.5 0.1
Cl -0.3 -0.6 0.0
C -0.2 -0.7 1.9
C 1.9 0.7 -3.1
Cl -0.6 -0.5 -0.1
H 0.0 0.4 -0.6
H 0.0 0.0 -0.9
H -0.9 0.4 0.2
H 0.6 -0.7 0.8

Mulliken analysis output, partial charges in e: -0.721 0.909 -0.598 -0.484 0.371 0.268 0.242 -1.024 1.068 -0.493 -0.664 0.394 0.385 0.287 -0.214 -0.575 -0.645 -0.161 0.399 0.349 0.389 0.508 -0.144 -0.483 0.019 -0.200 0.372 0.303 0.427 -0.286